[1]
Molecular formula: C95H65N5O10
Method: DFT, ωB97M-V/def2-TZVPD

Cartesian coordinates (Å):
O  4.7461  -1.4577  -0.9866
C  4.9692  -2.6832  -1.2073
C  6.3431  -3.1200  -1.5532
C  7.2503  -2.0680  -1.6852
C  8.4805  -2.3017  -2.1667
C  8.8790  -3.6217  -2.3828
C  8.0121  -4.6869  -2.2244
C  6.6476  -4.4287  -1.9597
C  5.5309  -5.4622  -1.8624
O  5.7671  -6.6400  -1.9468
C  4.1253  -4.9903  -1.6238
C  3.1088  -5.9283  -1.7238
C  1.7600  -5.4951  -1.6191
C  1.4763  -4.1954  -1.2446
C  2.5507  -3.2910  -1.0285
C  3.8865  -3.6248  -1.3920
H  6.9185  -1.0439  -1.5451
H  9.2758  -1.5759  -2.3753
H  9.8814  -3.8542  -2.6859
H  8.3515  -5.6782  -2.4735
H  3.3948  -6.9326  -1.8503
H  1.0182  -6.1962  -1.7800
H  0.5208  -3.7803  -1.1573
H  2.3930  -2.3096  -0.6781
O  -4.2261  0.0281  -1.3458
C  -4.6457  -1.1116  -1.2949
C  -5.0812  -1.7191  -0.0061
C  -4.7499  -1.0460  1.1773
C  -5.1663  -1.5891  2.3626
C  -6.0199  -2.6912  2.3665
C  -6.4481  -3.2906  1.1877
C  -5.8828  -2.8971  0.0247
C  -6.2810  -3.6505  -1.2204
O  -6.9733  -4.6519  -1.1511
C  -5.6471  -3.1665  -2.4786
C  -5.8152  -3.8936  -3.6184
C  -5.2323  -3.5468  -4.8204
C  -4.5388  -2.3361  -4.8629
C  -4.2940  -1.5671  -3.7242
C  -4.8440  -1.9812  -2.4974
H  -4.2257  -0.0655  1.1438
H  -4.8511  -1.0617  3.3258
H  -6.2914  -3.0738  3.2769
H  -7.0464  -4.1709  1.1339
H  -6.3119  -4.8904  -3.4737
H  -5.2265  -4.1156  -5.7865
H  -4.0883  -1.9329  -5.7816
H  -3.8221  -0.5872  -3.6683
O  -1.9103  -2.3620  -1.0421
C  -2.2227  -2.9444  0.0042
C  -2.9582  -4.2621  -0.0761
C  -3.1388  -4.8358  -1.3393
C  -3.4883  -6.1692  -1.4936
C  -3.8165  -6.8279  -0.2785
C  -3.8086  -6.2517  0.9872
C  -3.2368  -4.9794  1.1237
C  -2.9025  -4.4263  2.4679
O  -3.4435  -4.8906  3.4708
C  -1.9864  -3.2776  2.4729
C  -1.5379  -2.8555  3.7509
C  -0.6522  -1.8274  3.8571
C  -0.1897  -1.1985  2.6895
C  -0.6848  -1.5145  1.4162
C  -1.6443  -2.5485  1.3379
H  -2.9678  -4.2331  -2.2552
H  -3.6960  -6.5500  -2.4926
H  -4.0415  -7.8643  -0.3224
H  -4.0119  -6.7538  1.9552
H  -1.8410  -3.4745  4.5933
H  -0.3253  -1.4420  4.8218
H  0.5221  -0.3807  2.7037
H  -0.3629  -1.0131  0.5183
O  8.1175  1.2770  -2.0557
C  7.0631  1.9445  -2.1425
C  5.9748  1.6404  -3.0958
C  6.1175  0.6576  -4.0590
C  5.0747  0.3239  -4.9486
C  3.9725  1.1310  -5.0306
C  3.8392  2.1646  -4.1195
C  4.8085  2.4377  -3.1410
C  4.5159  3.4789  -2.1256
O  3.5150  4.0659  -2.0389
C  5.6240  3.6834  -1.1729
C  5.4835  4.6922  -0.2585
C  6.4232  5.0470  0.6801
C  7.5945  4.2566  0.8000
C  7.7210  3.2527  -0.0763
C  6.7600  2.9346  -1.1151
H  6.9415  0.0345  -3.9373
H  5.2015  -0.4588  -5.6726
H  3.1811  0.9897  -5.7589
H  2.9368  2.7218  -4.1725
H  4.5941  5.2955  -0.2164
H  6.2266  5.9080  1.2738
H  8.4371  4.5592  1.3503
H  8.6436  2.7378  -0.1545
O  -3.7589  2.0465  1.4660
C  -4.3350  2.9245  2.0440
C  -3.6658  4.2531  2.4563
C  -2.4543  4.6324  1.8340
C  -1.8985  5.8738  2.0724
C  -2.5535  6.7227  2.9395
C  -3.7463  6.3970  3.5797
C  -4.2838  5.1762  3.2629
C  -5.4959  4.7496  3.9740
O  -5.8727  5.2399  5.0431
C  -6.4022  3.7172  3.3190
C  -7.8288  3.7420  3.5810
C  -8.6097  2.8654  2.8414
C  -8.0430  1.9797  1.9205
C  -6.6567  1.9631  1.6569
C  -5.8173  2.8601  2.3766
H  -2.0438  3.9197  1.1324
H  -1.0251  6.1479  1.5757
H  -2.1617  7.6811  2.9992
H  -4.1966  7.1915  4.2108
H  -8.2501  4.4862  4.2923
H  -9.7021  2.8559  2.8068
H  -8.7174  1.3847  1.3380
H  -6.2589  1.3788  0.8738
C  -1.2898  1.1642  -0.3026
C  -1.0692  0.5381  -1.5163
C  0.2101  0.3621  -1.9595
N  1.2789  0.6525  -1.1813
C  1.0515  1.0825  0.0356
C  -0.2019  1.4388  0.5102
H  -2.2377  1.4411  0.0344
H  -2.0026  0.1937  -1.9583
H  0.3827  0.0313  -2.9258
H  1.9601  1.1759  0.7072
H  -0.2596  1.7961  1.5471
C  4.2479  0.4974  1.2621
C  4.0630  1.6358  2.0993
C  3.3744  1.4427  3.3573
N  2.9834  0.2774  3.8251
C  3.2563  -0.7802  3.0682
C  3.7514  -0.6843  1.7517
H  4.7636  0.6989  0.3312
H  4.3408  2.5538  1.6098
H  3.2029  2.3033  3.9758
H  2.9530  -1.7802  3.3439
H  3.7572  -1.5088  1.0459
C  0.0000  -2.0817  -4.3064
C  1.3073  -2.0029  -4.0106
C  2.2239  -1.7376  -5.0576
N  1.8552  -1.4521  -6.2731
C  0.5783  -1.5119  -6.6037
C  -0.3561  -1.9277  -5.6650
H  -0.7547  -2.5038  -3.6578
H  1.6891  -2.1269  -2.9671
H  3.3074  -1.8535  -4.8863
H  0.3694  -1.3164  -7.6261
H  -1.4063  -2.0732  -5.9229
C  -3.1479  2.6884  5.6904
C  -2.3043  3.7193  5.4180
C  -1.2859  3.5841  4.4711
N  -1.0978  2.5072  3.7021
C  -1.9583  1.5137  3.9481
C  -2.9557  1.5272  4.9036
H  -3.8564  2.8262  6.4946
H  -2.3899  4.6664  5.9622
H  -0.5130  4.3281  4.3639
H  -1.8970  0.6345  3.3248
H  -3.7753  0.7908  4.9234
C  1.3269  4.7330  0.4349
C  1.5386  4.2633  1.6892
C  1.9338  5.0494  2.7504
N  2.1943  6.2990  2.5405
C  2.0983  6.7926  1.3327
C  1.6228  6.1219  0.2528
H  1.1393  4.1035  -0.4319
H  1.4842  3.1790  1.8880
H  2.0360  4.6804  3.7526
H  2.5823  7.7421  1.2261
H  1.6736  6.5980  -0.7169

The value obtained for the molar mass is 1436.59 g/mol. As for the SMILES: O=C1c2ccccc2C(=O)c2ccccc21.O=C1c2ccccc2C(=O)c2ccccc21.O=C1c2ccccc2C(=O)c2ccccc21.O=C1c2ccccc2C(=O)c2ccccc21.O=C1c2ccccc2C(=O)c2ccccc21.c1ccncc1.c1ccncc1.c1ccncc1.c1ccncc1.c1ccncc1. As for the HOMO energy: -9.09 eV. The HOMO-LUMO gap comes out at 7.8 eV. As for the lowest unoccupied orbital energy: -0.0468 hartree. The calculation puts the total energy at -127493.53371 eV.

***

[2]
Molecular formula: C3H10N2O
Method: DFT, ωB97M-V/def2-TZVPD

Cartesian coordinates (Å):
C  -0.3258  1.3010  -0.9141
N  -1.3368  0.2978  -0.7478
C  -1.2102  -0.4076  0.5832
O  -0.1156  -0.9194  1.2937
C  1.1308  0.9267  -0.5584
N  1.5598  -0.3347  -1.2456
H  -0.4813  2.2401  -0.2982
H  -0.3059  1.6185  -1.9733
H  -0.5428  -3.4012  6.9198
H  -2.1639  -0.8546  0.7373
H  -0.6429  -0.7382  -0.4905
H  -0.7768  -3.0993  6.2725
H  1.7893  1.7094  -1.0448
H  1.3157  0.6936  0.5636
H  2.5516  -0.3831  -1.0222
H  1.0524  -1.0922  -0.7240

The net charge is +1. The value obtained for the molar mass is 90.13 g/mol. The spin multiplicity is 2. As for the HOMO energy (alpha / beta): -15.38 / -15.11 eV. As for the expectation value of S²: 0.7558. The HOMO-LUMO gap (alpha / beta) comes out at 10.4 / 5.5 eV. As for the lowest unoccupied orbital energy (alpha / beta): -0.1832 / -0.3539 hartree. The calculation puts the total energy at -8285.41992 eV.